Below is a structure of composition C40H88B2Cs2O20S10 at a distorted geometry, with properties calculated with ωB97M-V/def2-TZVPD.

For the HOMO energy, the calculation gives -9.53 eV. For the max |F|, the calculation gives 4.44 eV/A. The charge is 0.

Last column: Mulliken charge in e.
CARTESIAN COORDINATES (ANGSTROEM)
Cs: -18.58322 -19.71684 8.70018  1.409
Cs: -16.52825 -22.91055 6.35561  1.198
B: -17.90676 -20.05695 5.73402  1.472
H: -18.40425 -20.99983 5.90054  -0.675
H: -17.15494 -19.92440 6.49654  -0.967
H: -17.43654 -20.06278 4.76289  -0.735
H: -18.48999 -19.15456 5.83289  -0.651
B: -17.10475 -22.34581 9.34199  1.588
H: -16.33766 -23.02762 9.67508  -0.244
H: -17.56152 -21.87434 10.19833  -0.446
H: -16.67382 -21.58378 8.71125  -1.024
H: -17.82206 -22.89880 8.75555  -0.583
C: -21.74364 -21.06991 4.14886  -0.529
C: -20.61106 -20.87300 3.17671  -0.071
C: -19.86906 -22.21482 3.10410  -0.720
S: -21.24801 -23.46232 3.02520  1.117
O: -21.01286 -24.73839 3.70490  -0.569
O: -21.67838 -23.47822 1.63780  -0.697
C: -22.46952 -22.42380 4.04276  -0.935
H: -22.44800 -20.23892 4.11100  0.431
H: -21.18588 -20.98999 5.08193  0.194
H: -19.93362 -20.13462 3.60561  0.041
H: -20.98682 -20.59485 2.19205  0.326
H: -19.41617 -22.47739 4.06015  -0.004
H: -19.21898 -22.50142 2.27745  0.504
H: -22.49061 -22.83185 5.05328  0.386
H: -23.54005 -22.51708 3.86012  0.422
C: -17.04052 -27.08325 1.27420  -0.534
C: -16.28361 -27.61523 2.53891  -0.715
C: -15.87248 -26.34991 3.28080  -0.621
S: -17.42660 -25.39724 3.47134  0.448
O: -17.08504 -23.94258 3.42836  -0.202
O: -18.14870 -25.96120 4.57301  -0.462
C: -18.09129 -26.09052 1.80200  -0.751
H: -17.35577 -28.00180 0.77924  0.321
H: -16.37781 -26.52688 0.61136  0.251
H: -15.37667 -28.06155 2.13103  0.400
H: -16.80033 -28.28965 3.22173  0.297
H: -15.27005 -25.66444 2.68472  0.152
H: -15.38691 -26.39176 4.25577  0.557
H: -18.15451 -25.20163 1.17432  0.372
H: -19.04967 -26.57099 1.99885  0.473
C: -12.18196 -19.38946 8.55967  0.107
C: -13.03451 -18.33573 8.01795  -0.822
C: -14.06112 -19.01414 7.09511  -0.304
S: -12.97948 -20.12194 5.97542  1.153
O: -12.36359 -19.29254 4.91246  -0.696
O: -13.66506 -21.38568 5.73438  -0.443
C: -11.76347 -20.30711 7.36012  -1.038
H: -12.73785 -19.92905 9.32643  -0.349
H: -11.26279 -19.06556 9.04784  0.456
H: -12.53924 -17.51479 7.49944  0.377
H: -13.63603 -17.93883 8.83572  0.390
H: -14.65296 -18.33645 6.47985  0.283
H: -14.80596 -19.62399 7.60638  -0.012
H: -10.84777 -20.04452 6.83037  0.381
H: -11.71560 -21.38663 7.50310  0.447
C: -13.96444 -20.55892 1.49181  0.323
C: -13.12691 -20.77545 0.18308  -0.917
C: -13.66649 -22.01263 -0.52574  -0.872
S: -14.96950 -22.80607 0.59466  1.166
O: -14.53615 -24.14158 0.91584  -0.776
O: -16.32235 -22.46182 0.19031  -0.600
C: -14.47510 -21.88669 2.10215  -0.633
H: -14.70263 -19.79473 1.24850  -0.446
H: -13.33102 -20.14455 2.27614  0.303
H: -12.06018 -20.94761 0.32647  0.341
H: -13.06895 -19.81375 -0.32669  0.426
H: -12.83419 -22.71137 -0.44127  0.406
H: -13.87120 -21.99233 -1.59616  0.407
H: -13.62424 -22.46941 2.45509  0.477
H: -15.25391 -21.81579 2.86145  0.306
C: -24.45739 -16.97418 10.85230  -0.580
C: -23.09516 -16.48839 11.46321  -0.828
C: -21.99780 -16.66002 10.47777  -0.352
S: -22.50711 -18.01556 9.32300  1.100
O: -21.59502 -19.17289 9.44870  -0.604
O: -22.71939 -17.51728 7.99938  -0.597
C: -24.07371 -18.30079 10.24151  -0.812
H: -24.74091 -16.30851 10.03707  0.284
H: -25.15911 -16.87648 11.68064  0.350
H: -22.92871 -17.16526 12.30121  0.315
H: -23.13376 -15.48566 11.88882  0.373
H: -21.03302 -16.89651 10.92652  0.337
H: -21.73723 -15.74557 9.94487  0.269
H: -23.89868 -19.02960 11.03290  0.334
H: -24.82719 -18.67792 9.55004  0.451
C: -20.62533 -26.13084 8.51566  -0.723
C: -19.87389 -25.06444 9.34946  -0.298
C: -18.56858 -25.71199 9.83810  -0.514
S: -17.98269 -26.51896 8.30972  0.955
O: -17.35519 -27.85331 8.62958  -0.734
O: -17.29625 -25.50783 7.52996  -0.442
C: -19.61298 -26.69234 7.55954  -0.058
H: -21.55508 -25.72794 8.11399  0.374
H: -20.94987 -26.94937 9.15815  0.279
H: -20.41984 -24.73250 10.23255  0.415
H: -19.61290 -24.12175 8.86851  -0.163
H: -18.59762 -26.55648 10.52665  0.401
H: -17.82992 -25.00070 10.20764  0.068
H: -19.85218 -27.75270 7.47866  0.429
H: -19.59154 -26.16260 6.60717  -0.134
C: -18.61713 -15.91888 5.38429  0.610
C: -17.26751 -15.93261 6.09182  -0.322
C: -17.36384 -15.22597 7.53421  -0.797
S: -19.14038 -15.48311 8.05368  1.037
O: -19.71108 -14.21802 8.56464  -0.756
O: -19.29517 -16.77414 8.79977  -0.529
C: -19.80873 -15.84655 6.37492  -0.872
H: -18.66604 -16.81974 4.77260  -0.735
H: -18.67952 -15.04203 4.73983  0.421
H: -16.42788 -15.44040 5.60105  0.513
H: -16.94655 -16.97427 6.08631  -0.291
H: -17.19149 -14.15038 7.49520  0.389
H: -16.72205 -15.58596 8.33833  0.428
H: -20.47930 -15.03010 6.10686  0.519
H: -20.45209 -16.72608 6.39955  0.402
C: -22.25456 -15.38719 1.63059  -0.901
C: -22.11897 -16.40808 2.77115  -0.184
C: -22.55164 -17.75072 2.11584  0.445
S: -22.10719 -17.72294 0.29784  0.881
O: -23.40166 -17.77362 -0.44567  -0.705
O: -21.02346 -18.69305 0.11299  -0.485
C: -21.53871 -15.90205 0.35800  -0.374
H: -21.79293 -14.46825 1.99190  0.429
H: -23.28429 -15.10202 1.41515  0.317
H: -22.91326 -16.18345 3.48300  0.360
H: -21.13124 -16.40125 3.23207  0.006
H: -23.63891 -17.76580 2.19144  0.566
H: -22.16044 -18.68397 2.52095  -0.918
H: -21.68762 -15.38028 -0.58734  0.541
H: -20.47068 -15.92780 0.57420  0.024
C: -15.21771 -20.67122 14.08385  -0.616
C: -14.23896 -21.44512 13.22050  -0.948
C: -14.65656 -21.14440 11.75143  -0.208
S: -14.83027 -19.28286 11.79415  0.973
O: -16.01731 -18.85656 11.06718  -0.432
O: -13.54039 -18.68676 11.42495  -0.684
C: -15.03882 -19.25129 13.62400  -0.842
H: -14.97526 -20.79148 15.13972  0.376
H: -16.18954 -21.15530 13.98741  0.277
H: -14.13198 -22.51594 13.39369  0.394
H: -13.21304 -21.20933 13.50333  0.369
H: -15.71063 -21.39124 11.62449  0.028
H: -14.18380 -21.48174 10.82904  0.550
H: -15.56774 -18.43207 14.11104  0.452
H: -14.00927 -19.02432 13.90078  0.403
C: -17.71180 -19.15946 -0.34328  -0.689
C: -18.06800 -19.40246 1.18457  1.694
C: -17.37651 -18.31039 2.09154  -0.556
S: -16.65120 -16.98184 0.99483  1.087
O: -15.26654 -17.25781 0.70183  -0.625
O: -17.08400 -15.70946 1.59916  -0.704
C: -17.52933 -17.57548 -0.50209  -0.217
H: -18.42350 -19.62099 -1.02780  0.485
H: -16.73991 -19.64623 -0.42431  0.182
H: -17.77411 -20.42404 1.42561  -0.505
H: -19.14250 -19.47496 1.35278  -0.906
H: -16.75844 -18.64494 2.92470  0.619
H: -18.08613 -17.73528 2.68634  -0.167
H: -17.25802 -17.02180 -1.40094  0.509
H: -18.52339 -17.17833 -0.29661  -0.273